# 1
C21H56N2O11 | ωB97M-V/def2-TZVPD

## Properties
orbital gap	5.71	eV
multiplicity	1

XYZ file:
```
90
C21H56N2O11 | the OMol25 dataset | ωB97M-V/def2-TZVPD
C -4.968 -0.803 0.514
C -4.393 0.322 -0.436
O -5.272 1.422 -0.405
O -5.907 -1.642 -0.126
H -5.359 -0.409 1.452
H -4.114 -1.414 0.805
H -4.377 -0.034 -1.466
H -3.404 0.646 -0.112
H -5.034 2.106 -1.035
H -5.845 -2.470 0.355
C -1.410 -3.500 -1.779
C -0.125 -3.620 -0.997
O 0.302 -2.285 -0.700
O -2.586 -3.500 -0.873
H -1.479 -4.440 -2.327
H -1.310 -2.732 -2.546
H 0.664 -4.157 -1.522
H -0.270 -4.149 -0.055
H 0.716 -1.956 -1.502
H -2.379 -4.157 -0.204
C -2.111 -1.745 0.492
C -1.037 -0.665 0.896
O 0.028 -0.486 -0.056
O -2.577 -1.493 -0.793
H -2.887 -1.550 1.233
H -1.782 -2.781 0.572
H -0.518 -1.081 1.760
H -1.415 0.339 1.087
H 0.406 -1.340 -0.276
H -2.546 -2.372 -1.177
C 2.896 -0.404 -0.515
O 2.644 0.238 0.697
C 1.421 -0.217 1.328
C 1.183 0.566 2.668
N 2.140 0.214 3.754
C 1.774 0.961 5.032
C 2.788 0.742 6.148
O 2.386 1.461 7.315
C 3.054 1.009 8.512
H 3.104 -1.434 -0.225
H 3.816 0.004 -0.934
H 2.081 -0.367 -1.238
H 1.557 -1.279 1.537
H 0.578 -0.206 0.636
H 0.159 0.368 2.984
H 1.172 1.610 2.355
H 3.049 0.526 3.444
H 0.830 0.646 5.477
H 1.687 2.023 4.804
H 3.735 1.154 5.798
H 2.936 -0.327 6.299
H 2.805 1.678 9.336
H 4.138 0.928 8.441
H 2.599 0.072 8.831
C 3.731 1.738 -5.852
O 2.647 1.563 -4.966
C 2.861 0.413 -4.106
C 1.996 0.524 -2.820
N 0.612 0.046 -2.956
C -0.179 0.303 -1.835
C -1.571 -0.328 -2.092
O -2.265 -0.016 -3.319
C -3.632 -0.201 -3.361
H 3.658 2.662 -6.427
H 3.770 0.927 -6.579
H 4.698 1.892 -5.374
H 3.928 0.298 -3.915
H 2.652 -0.470 -4.710
H 2.052 1.578 -2.549
H 2.545 0.010 -2.031
H 0.180 0.537 -3.726
H -0.360 1.358 -1.625
H 0.222 -0.239 -0.979
H -2.228 -0.157 -1.239
H -1.481 -1.414 -2.106
H -4.045 0.030 -2.379
H -3.769 -1.221 -3.718
H -3.988 0.387 -4.207
C 1.598 2.199 -0.505
C 0.171 2.809 -0.377
C -0.809 2.054 0.464
O 0.366 4.130 0.042
H 2.284 2.571 -1.265
H 1.550 1.141 -0.765
H 2.259 2.335 0.351
H -0.258 2.936 -1.371
H -1.725 2.625 0.613
H -0.415 1.749 1.434
H -1.094 1.115 -0.011
H 0.499 4.094 0.993
```



# 2
C21H58F6N3O25S6 | ωB97M-V/def2-TZVPD

## Properties
charge	-1
orbital gap	9.50	eV
multiplicity	1

XYZ file:
```
119
C21H58F6N3O25S6 | the OMol25 dataset | ωB97M-V/def2-TZVPD
C -0.767 -0.150 2.091
F -0.499 1.019 2.628
F 0.085 -1.076 2.479
F -1.993 -0.504 2.482
S -0.799 -0.133 0.207
O -0.863 -1.521 -0.185
O -1.960 0.645 -0.185
N 0.712 0.533 -0.164
S 0.422 1.720 -1.147
O -0.046 1.310 -2.450
O -0.323 2.857 -0.644
C 2.180 2.421 -1.403
F 2.315 3.080 -2.541
F 2.406 3.234 -0.375
F 3.040 1.397 -1.398
C 2.380 -1.964 -1.869
O 2.327 -1.600 -0.505
H 2.489 -3.048 -1.938
H 1.434 -1.711 -2.362
H 3.231 -1.521 -2.397
H 1.764 -0.794 -0.479
C 1.824 1.901 5.335
O 1.439 2.152 6.686
H 2.820 1.439 5.364
H 1.181 1.198 4.815
H 2.006 2.810 4.756
H 2.141 2.695 7.052
C -1.198 -0.820 5.494
O -2.347 -1.485 6.022
H -1.520 0.148 5.102
H -0.511 -0.734 6.330
H -0.794 -1.391 4.657
H -3.121 -1.357 5.469
C 3.433 -0.109 2.182
O 2.858 1.062 1.603
H 2.668 -0.882 2.076
H 4.282 -0.467 1.590
H 3.746 0.105 3.203
H 2.119 0.799 1.021
C -1.847 -1.940 -3.278
O -1.475 -2.307 -4.596
H -2.507 -2.730 -2.922
H -0.984 -1.876 -2.611
H -2.342 -0.962 -3.294
H -0.776 -1.735 -4.943
O -1.527 -5.872 -1.912
S -0.165 -6.069 -1.473
O 0.169 -7.305 -0.790
O 0.836 -5.938 -2.746
C 0.456 -5.203 -3.925
C 1.772 -4.931 -4.653
C 0.414 -4.593 -0.587
H -0.194 -4.352 -3.717
H -0.127 -5.879 -4.555
H 1.619 -4.317 -5.538
H 2.202 -5.908 -4.877
H 2.534 -4.443 -4.042
H 1.446 -4.829 -0.340
H -0.190 -4.493 0.310
H 0.329 -3.805 -1.328
O -1.027 -5.382 2.370
S -1.222 -5.370 3.810
O -1.406 -6.595 4.535
O 0.101 -4.544 4.348
C 0.466 -4.830 5.704
C 1.682 -3.957 5.944
C -2.472 -4.132 4.184
H 0.618 -5.893 5.896
H -0.318 -4.567 6.426
H 2.422 -4.126 5.162
H 2.103 -4.008 6.949
H 1.441 -2.894 5.847
H -2.581 -4.038 5.260
H -3.386 -4.506 3.726
H -2.126 -3.247 3.659
O -3.930 7.181 3.785
S -4.636 6.742 2.614
O -4.592 7.434 1.372
O -4.155 5.239 2.253
C -4.040 4.208 3.230
C -3.445 3.023 2.491
C -6.387 6.417 2.980
H -4.971 3.957 3.742
H -3.303 4.491 3.987
H -2.532 3.301 1.961
H -4.095 2.564 1.746
H -3.089 2.244 3.169
H -6.920 6.116 2.085
H -6.766 7.265 3.544
H -6.433 5.554 3.646
O 0.577 0.565 -7.991
S 0.801 0.496 -6.574
O 0.524 -0.717 -5.838
O 2.357 0.906 -6.395
C 3.084 0.165 -5.390
C 4.495 0.680 -5.231
C -0.016 1.912 -5.752
H 3.117 -0.908 -5.596
H 2.502 0.163 -4.463
H 4.942 0.225 -4.349
H 4.497 1.757 -5.056
H 5.124 0.501 -6.101
H -0.172 2.587 -6.591
H 0.746 2.355 -5.115
H -0.903 1.607 -5.211
C -3.332 2.169 -2.431
N -4.432 2.773 -3.218
O -4.201 3.736 -3.923
O -5.510 2.194 -3.212
H -3.647 1.957 -1.418
H -2.542 2.915 -2.407
H -2.989 1.302 -2.988
C 4.188 5.782 -2.054
N 5.032 6.045 -3.240
O 4.571 5.716 -4.311
O 6.131 6.521 -3.040
H 3.154 5.986 -2.325
H 4.413 6.448 -1.226
H 4.287 4.741 -1.763
```



# 3
C21H58N5O6 | ωB97M-V/def2-TZVPD

## Properties
charge	-1
orbital gap	5.57	eV
multiplicity	1

XYZ file:
```
90
C21H58N5O6 | the OMol25 dataset | ωB97M-V/def2-TZVPD
C 0.400 0.481 0.544
O 0.095 -0.805 0.919
H -0.542 0.934 0.160
H 0.766 1.119 1.380
H 1.186 0.547 -0.241
C -0.787 0.265 5.482
C -0.567 -0.822 4.445
C 0.771 -1.530 4.571
O 0.847 -2.638 3.727
C 2.097 -3.248 3.739
N -1.600 -1.899 4.571
H -0.192 1.139 5.172
H -0.263 0.018 6.416
H -1.810 0.590 5.637
H -0.783 -0.409 3.456
H 1.033 -1.743 5.618
H 1.564 -0.839 4.239
H 2.468 -3.513 4.742
H 2.899 -2.614 3.330
H 1.981 -4.130 3.117
H -1.589 -2.145 5.567
H -2.526 -1.486 4.468
C -4.996 0.631 2.039
C -3.519 0.826 1.697
C -2.791 1.610 2.763
O -3.256 2.949 2.678
C -2.835 3.715 3.781
N -2.924 -0.492 1.409
H -5.566 0.241 1.190
H -5.482 1.580 2.289
H -5.179 -0.054 2.871
H -3.477 1.402 0.760
H -1.719 1.545 2.531
H -2.941 1.119 3.731
H -1.761 3.918 3.730
H -3.077 3.242 4.745
H -3.466 4.609 3.803
H -3.435 -0.899 0.629
H -2.031 -0.251 0.963
C 4.672 0.364 -2.863
C 3.344 1.149 -2.885
C 3.299 2.143 -4.034
O 4.289 3.113 -3.833
C 4.143 4.336 -4.506
N 2.231 0.184 -2.905
H 5.494 1.061 -2.685
H 4.797 -0.155 -3.813
H 4.699 -0.324 -2.017
H 3.290 1.672 -1.919
H 2.315 2.632 -3.981
H 3.393 1.579 -4.970
H 4.627 4.296 -5.487
H 4.563 5.123 -3.883
H 3.075 4.550 -4.646
H 1.395 0.703 -2.630
H 2.366 -0.362 -2.054
C -2.190 3.578 -1.027
C -2.146 2.686 -2.258
C -0.760 2.934 -2.948
O -0.308 1.858 -3.754
C -1.164 1.573 -4.831
N -2.339 1.295 -1.903
H -3.252 3.766 -0.838
H -1.757 4.582 -1.097
H -1.738 3.206 -0.105
H -2.935 3.016 -2.932
H 0.002 3.166 -2.204
H -0.835 3.849 -3.556
H -1.186 0.480 -4.991
H -0.664 1.814 -5.779
H -2.212 1.843 -4.735
H -1.610 1.012 -1.238
H -1.968 0.683 -2.633
C 0.217 -4.319 -2.843
C 0.595 -4.787 -1.436
C 1.191 -3.670 -0.588
O 1.606 -4.148 0.675
C 2.933 -4.584 0.670
N -0.655 -5.208 -0.739
H 1.128 -4.036 -3.389
H -0.396 -3.417 -2.864
H -0.270 -5.118 -3.402
H 1.355 -5.567 -1.533
H 0.481 -2.857 -0.406
H 2.024 -3.201 -1.139
H 3.133 -5.149 1.589
H 3.689 -3.792 0.714
H 3.184 -5.326 -0.099
H -1.466 -4.972 -1.295
H -0.672 -6.219 -0.642
```